No. 1
ORCA calculation (ωB97M-V with the def2-TZVPD basis set) on a molecular structure, C6H9Br3NO4S.

Calculated values
**E_LUMO**: 2.41 eV
**Orbital gap**: 7.5569 eV
**Highest occupied orbital energy**: -5.145 eV
**Net charge**: -1

Cartesian coordinates (Å):
Br (-3.9145, 1.0223, 4.3085)
Br (-4.4882, 3.7576, 2.7114)
Br (-1.9662, 1.8961, 1.8777)
S (2.2568, -3.0549, -0.1510)
O (-0.8363, 0.9969, 0.4948)
O (2.7924, -2.7523, -1.5341)
O (1.6931, -4.4663, -0.1055)
O (1.2982, 1.0587, 1.4504)
N (0.3889, -0.4646, -1.7276)
C (0.4907, 0.6084, 0.5724)
C (0.8450, -1.9228, 0.2933)
C (-0.6264, 1.4140, -2.9947)
C (-3.1280, 2.5095, 3.3328)
C (1.1051, -0.4916, -0.4305)
C (0.5597, 0.8170, -2.4418)
H (3.2522, -2.8465, 0.8042)
H (0.7617, -1.8024, 1.4278)
H (-0.9120, 2.4936, -2.7354)
H (-0.0933, -2.3799, -0.1707)
H (2.2347, -0.3606, -0.5014)
H (-1.3400, 0.8085, -3.6528)
H (0.5951, -1.2852, -2.3135)
H (1.5328, 1.3911, -2.5536)
H (-2.5013, 3.0535, 4.0393)

Cartesian forces, eV/Å:
Br -0.063 0.115 0.016
Br -0.163 0.053 0.174
Br -1.230 0.520 2.029
S -2.085 -3.098 -3.906
O 6.337 -3.285 -2.847
O -0.741 0.210 3.667
O 1.724 3.344 1.029
O -1.960 -1.536 -2.421
N 1.341 -0.032 -1.162
C -1.223 2.556 2.076
C 0.214 1.199 -0.644
C 1.999 -0.762 0.636
C 0.200 0.531 0.130
C -0.852 -0.327 0.753
C -3.375 1.322 -0.866
H -0.626 -0.070 -0.511
H 0.234 -0.326 -1.626
H 1.179 -1.253 -1.542
H 1.402 0.313 0.780
H -1.378 0.252 0.145
H 0.387 0.548 2.159
H 0.264 0.389 0.468
H -1.183 -0.592 1.410
H -0.402 -0.071 0.052

=====

No. 2
ORCA calculation (ωB97M-V with the def2-TZVPD basis set) on 2 unconnected molecules or ions with the total composition C6H9BrIN4O2.

Calculated values
**E_LUMO (alpha / beta)**: -5.35 / -5.33 eV
**Orbital gap (alpha / beta)**: 6.8552 / 6.8787 eV
**Energy above the lowest of the compared OMol25 structures with the same formula, charge and spin**: 61.2 kcal per mole
**Highest occupied orbital energy (alpha / beta)**: -12.208 / -12.208 eV
**Net charge**: +1

Cartesian coordinates (Å):
I (2.4785, 1.5154, -1.4999)
Br (-4.3466, 1.4531, -0.3063)
O (-1.4613, -2.1091, -0.2547)
O (-3.0951, -3.7295, -0.5398)
N (-1.1517, 1.3614, -1.9477)
N (0.9351, 2.3852, 1.7295)
N (1.0386, -0.8688, 0.4395)
N (-0.6669, 1.4323, 0.3825)
C (1.5733, 0.3932, 0.5360)
C (1.7943, -2.0801, 0.4383)
C (-2.7567, 0.5792, -0.3231)
C (-2.2631, -2.9445, -0.3683)
C (-1.4753, 1.1591, -0.6478)
C (0.5473, 1.4479, 0.8653)
H (1.2202, -2.8710, 1.1335)
H (-0.0865, 1.5325, -2.2824)
H (2.4133, 0.3848, 1.1086)
H (1.6858, -2.5389, -0.5962)
H (2.9676, -2.0141, 0.6790)
H (1.9296, 2.6247, 1.9468)
H (0.2221, 3.0484, 2.1574)
H (0.1328, -1.0240, -0.0097)
H (-1.6353, 0.8628, -2.6407)

Cartesian forces, eV/Å:
I -0.228 -0.437 0.525
Br 1.126 0.004 -0.028
O 0.163 -0.392 0.131
O 0.501 0.250 0.295
N 3.541 0.649 0.327
N -0.439 1.685 1.345
N 0.106 1.693 -0.256
N -1.001 0.043 -0.186
C -3.202 -1.356 -1.639
C 1.026 -3.071 0.104
C -0.494 -0.375 0.062
C -0.696 -0.123 -0.493
C 1.838 0.917 0.436
C -0.182 0.194 -1.154
H 1.663 1.787 -1.207
H -2.829 -0.462 1.646
H 2.449 0.348 1.379
H 0.516 0.447 1.094
H -2.948 0.147 -0.302
H -1.370 -0.848 -0.385
H 1.275 -1.225 -1.200
H 0.393 0.595 0.406
H -1.209 -0.471 -0.898

=====

No. 3
ORCA calculation (ωB97M-V with the def2-TZVPD basis set) on a single C6H9BrO2 molecule.

Calculated values
**E_LUMO (alpha / beta)**: -0.16 / -0.31 eV
**Orbital gap (alpha / beta)**: 8.0694 / 7.8481 eV
**Energy above the lowest of the compared OMol25 structures with the same formula, charge and spin**: 58.3 kcal per mole
**Highest occupied orbital energy (alpha / beta)**: -8.232 / -8.156 eV

Cartesian coordinates (Å):
Br (-0.1559, -1.8364, -2.2382)
O (-0.3913, 2.4774, 1.0030)
O (-1.5095, 1.5992, -0.5951)
C (0.0499, 0.1720, 0.5854)
C (-1.4819, 0.4704, -1.6056)
C (1.4821, 0.3496, 1.0247)
C (-0.6402, 1.4915, 0.3657)
C (-0.1752, -0.0865, -1.8375)
C (-0.5603, -1.0018, 1.2061)
H (-1.4790, -1.2884, 0.5748)
H (2.1427, 0.6035, 0.2673)
H (0.6682, 0.4087, -2.2561)
H (-2.2359, -0.2172, -1.2949)
H (0.2095, -1.6883, 1.2493)
H (1.7990, -0.5457, 1.5866)
H (-0.9857, -0.7302, 2.2135)
H (-1.9258, 0.9658, -2.4871)
H (1.4453, 1.2575, 1.7031)

Cartesian forces, eV/Å:
Br 0.049 -2.329 -0.597
O 0.374 0.405 0.913
O -0.891 -1.444 -2.638
C 1.347 1.071 -2.318
C -1.671 2.924 -0.127
C -1.562 0.547 2.269
C 0.784 -0.318 0.860
C 0.923 0.587 3.733
C -4.132 1.562 -0.753
H 1.344 -0.255 1.006
H 1.302 0.283 -1.536
H 0.146 0.824 -0.193
H -0.151 -0.918 0.356
H 0.861 -2.099 0.283
H 0.200 0.570 -0.328
H 0.602 -0.372 -0.687
H 0.214 -0.010 0.167
H 0.260 -1.026 -0.410

=====

For reference, electronic energy by record: -8709.83903, -3474.88811, -2958.39911 Ha.
For reference, maximum force by record: 7.68, 3.84, 4.48 eV Å⁻¹.